The following is a quantum chemistry calculation of a structure of composition C4H11N2OS, from OMol25.

gap between HOMO and LUMO (alpha / beta)	8.7 / 6.6	eV
relative energy (zero: lowest compared OMol25 entry of this formula, charge and spin)	4.114	eV
E_LUMO (alpha / beta)	-0.276 / -2.187	eV

Structure (ORCA input):
```
! wB97M-V def2-TZVPD RIJCOSX def2/J DEFGRID3
* xyz 0 2
N -1.08 0.58 0.22
C -0.48 0.64 -1.09
C 1.01 1.02 -1.05
C 1.92 -0.19 -0.69
S 1.20 -1.17 0.59
C -1.26 1.78 -1.82
N -2.67 1.38 -1.62
O -0.52 2.64 -2.41
H -0.57 -0.13 0.83
H -2.06 0.45 0.17
H -1.93 2.16 -0.94
H -0.61 -0.30 -1.62
H 1.29 1.51 -2.01
H 1.11 1.77 -0.27
H 2.89 0.18 -0.38
H 2.08 -0.84 -1.53
H 1.16 -6.69 8.27
H 1.82 -6.58 7.74
H -3.28 1.79 -2.39
*
```

The following is a quantum chemistry calculation of the ion C4H11N2OS with charge +2, from OMol25.

gap between HOMO and LUMO (alpha / beta)	10.2 / 5.1	eV
relative energy (zero: lowest compared OMol25 entry of this formula, charge and spin)	0.000	eV
E_LUMO (alpha / beta)	-7.957 / -13.011	eV

Structure (ORCA input):
```
! wB97M-V def2-TZVPD RIJCOSX def2/J DEFGRID3
* xyz 2 2
N 1.66 -1.34 0.04
C 0.40 -0.56 -0.25
C 0.39 0.72 0.56
C -1.00 0.98 1.16
S -1.42 -0.37 2.38
C 0.30 -0.15 -1.67
N -0.89 0.30 -2.13
O 1.27 -0.24 -2.37
H 2.04 -1.70 -0.91
H 1.54 -2.18 0.67
H 2.35 -0.75 0.54
H -0.46 -1.16 0.15
H 0.62 1.72 0.11
H 1.29 0.68 1.30
H -1.13 2.00 1.64
H -1.80 0.92 0.34
H -2.55 0.13 3.03
H -1.02 0.38 -3.10
H -1.60 0.64 -1.50
*
```

The following is a quantum chemistry calculation of a structure of composition C4H11N2PtS, from OMol25.

gap between HOMO and LUMO (alpha / beta)	2.5 / 8.2	eV
E_LUMO (alpha / beta)	2.757 / 2.941	eV

Structure (ORCA input):
```
! wB97M-V def2-TZVPD RIJCOSX def2/J DEFGRID3
* xyz -1 3
C 1.62 -0.89 -1.67
Pt 0.20 -0.09 -0.13
N 0.86 1.88 -0.24
H -0.40 -1.56 0.11
H 0.55 -0.48 -1.83
H 1.62 -1.95 -1.91
H 2.06 -0.79 -0.66
H 2.23 -0.28 -2.34
H 0.98 2.25 0.71
H 0.16 2.47 -0.70
H 1.75 2.01 -0.74
S -1.66 1.14 3.73
C -2.69 1.61 2.40
C -2.13 1.31 1.18
N -0.90 0.64 1.35
C -0.53 0.48 2.65
H -3.63 2.12 2.55
H -2.52 1.52 0.18
H 0.43 0.05 2.92
*
```

The following is a quantum chemistry calculation of the ion C4H11N2S with charge -1, from OMol25.

gap between HOMO and LUMO	6.7	eV
relative energy (zero: lowest compared OMol25 entry of this formula, charge and spin)	1.610	eV
SMILES string	NCNCCC[S-]
E_LUMO	4.050	eV

Structure (ORCA input):
```
! wB97M-V def2-TZVPD RIJCOSX def2/J DEFGRID3
* xyz -1 1
N 0.02 1.37 2.65
C 0.94 0.83 1.66
N 0.50 0.54 0.34
C 0.37 -0.90 -0.04
C 0.16 -1.07 -1.51
C -1.23 -0.53 -1.99
S -2.16 1.02 -1.49
H -0.85 0.90 2.41
H -0.20 2.31 2.32
H 1.52 -0.04 1.91
H 1.77 1.65 1.56
H -0.21 1.03 -0.21
H -0.34 -1.30 0.70
H 1.35 -1.31 0.27
H 1.02 -0.62 -1.99
H 0.39 -2.10 -1.81
H -2.00 -1.27 -1.69
H -1.06 -0.52 -3.09
*
```